Record 1
ORCA calculation (ωB97M-V/def2-TZVPD) on a molecular structure, C4H8O.

CARTESIAN COORDINATES (ANGSTROEM)
O: -1.842 1.330 -0.387
C: -1.090 0.024 0.636
C: 0.086 -0.026 -0.149
C: 0.890 -1.153 -0.679
C: 1.524 -0.094 0.210
H: -1.758 2.186 0.069
H: -1.882 -0.710 0.501
H: -1.100 0.520 1.607
H: -0.791 1.029 -0.788
H: 0.777 -2.148 -0.249
H: 1.155 -1.161 -1.735
H: 1.816 -0.407 1.213
H: 2.216 0.611 -0.249

Output
- charge = 0
- E (eV) = -6320.6954
- 2S+1 = 1
- maximum force (eV/A) = 0.3
- ΔE to the lowest compared entry with this formula, charge and spin (eV) = 4.4725

The natural (NBO) scheme yields these atomic charges, measured in e: atom 1 (O): -0.853, atom 2 (C): -0.053, atom 3 (C): -0.428, atom 4 (C): -0.407, atom 5 (C): -0.412, atom 6 (H): 0.478, atom 7 (H): 0.208, atom 8 (H): 0.194, atom 9 (H): 0.463, atom 10 (H): 0.199, atom 11 (H): 0.207, atom 12 (H): 0.198, atom 13 (H): 0.205

Record 2
ORCA calculation (ωB97M-V/def2-TZVPD) on 2 unconnected molecules or ions with the total composition C4H8O in a non-equilibrium geometry.

CARTESIAN COORDINATES (ANGSTROEM)
C: -0.674 1.256 -0.734
C: -0.913 -0.017 -0.425
C: -0.438 -1.211 -1.209
H: -1.147 2.032 -0.155
H: 0.044 1.504 -1.505
H: -1.480 -0.226 0.478
H: -1.211 -1.645 -1.830
H: -0.078 -1.950 -0.501
H: 0.414 -0.877 -1.799
C: 1.370 0.277 1.923
O: 0.972 -0.691 2.497
H: 1.822 0.250 0.915
H: 1.318 1.298 2.344

Output
- charge = 0
- E (eV) = -6323.4683
- 2S+1 = 1
- SMILES = C=CC.C=O
- maximum force (eV/A) = 1.4
- ΔE to the lowest compared entry with this formula, charge and spin (eV) = 1.6996

The natural (NBO) scheme yields these atomic charges, measured in e: atom 1 (C): -0.428, atom 2 (C): -0.153, atom 3 (C): -0.655, atom 4 (H): 0.201, atom 5 (H): 0.190, atom 6 (H): 0.195, atom 7 (H): 0.225, atom 8 (H): 0.221, atom 9 (H): 0.207, atom 10 (C): 0.292, atom 11 (O): -0.503, atom 12 (H): 0.105, atom 13 (H): 0.102

Record 3
ORCA calculation (ωB97M-V/def2-TZVPD) on C4H8O in the gas phase in a non-equilibrium geometry.

CARTESIAN COORDINATES (ANGSTROEM)
C: 1.369 0.206 -0.711
C: -0.008 -0.440 -0.592
C: -1.140 0.509 -1.124
C: -0.306 -0.618 0.927
O: 0.019 0.176 1.767
H: 2.003 -0.325 -1.404
H: 1.890 0.271 0.244
H: 1.294 1.295 -0.814
H: 0.037 -1.519 -0.980
H: -0.753 0.832 -2.071
H: -1.107 1.347 -0.441
H: -2.127 0.011 -1.023
H: -0.946 -1.469 1.191

Output
- charge = 0
- E (eV) = -6324.2708
- 2S+1 = 1
- SMILES = CC(C)C=O
- maximum force (eV/A) = 2.2
- ΔE to the lowest compared entry with this formula, charge and spin (eV) = 0.8971

The natural (NBO) scheme yields these atomic charges, measured in e: atom 1 (C): -0.640, atom 2 (C): -0.313, atom 3 (C): -0.602, atom 4 (C): 0.453, atom 5 (O): -0.532, atom 6 (H): 0.219, atom 7 (H): 0.232, atom 8 (H): 0.217, atom 9 (H): 0.206, atom 10 (H): 0.223, atom 11 (H): 0.216, atom 12 (H): 0.217, atom 13 (H): 0.103

Record 4
ORCA calculation (ωB97M-V/def2-TZVPD) on C4H8O in the gas phase.

CARTESIAN COORDINATES (ANGSTROEM)
C: -1.229 -0.411 0.645
C: -0.119 -0.020 -0.315
O: -0.593 0.607 -1.484
C: 1.334 -0.436 -0.430
C: 0.931 0.728 0.426
H: -0.971 -1.234 1.312
H: -2.174 -0.625 0.139
H: -1.409 0.477 1.266
H: -1.312 0.066 -1.833
H: 1.787 -1.314 0.020
H: 1.775 -0.135 -1.379
H: 0.921 0.539 1.500
H: 1.060 1.758 0.134

Output
- charge = 0
- E (eV) = -6323.7108
- 2S+1 = 1
- SMILES = CC1(O)CC1
- maximum force (eV/A) = 0.6
- ΔE to the lowest compared entry with this formula, charge and spin (eV) = 1.4571

The natural (NBO) scheme yields these atomic charges, measured in e: atom 1 (C): -0.622, atom 2 (C): 0.220, atom 3 (O): -0.709, atom 4 (C): -0.437, atom 5 (C): -0.434, atom 6 (H): 0.219, atom 7 (H): 0.205, atom 8 (H): 0.214, atom 9 (H): 0.470, atom 10 (H): 0.215, atom 11 (H): 0.230, atom 12 (H): 0.206, atom 13 (H): 0.223

Record 5
ORCA calculation (ωB97M-V/def2-TZVPD) on C4H8O in the gas phase.

CARTESIAN COORDINATES (ANGSTROEM)
O: 1.957 -0.963 0.454
C: 1.335 0.311 0.443
C: 0.040 0.279 -0.382
C: -1.337 0.694 0.063
C: -1.151 -0.741 -0.264
H: 1.595 -1.435 -0.304
H: 1.953 1.078 -0.087
H: 1.293 0.656 1.492
H: 0.335 0.455 -1.415
H: -1.434 0.944 1.114
H: -1.922 1.292 -0.629
H: -1.135 -1.484 0.528
H: -1.639 -1.110 -1.174

Output
- charge = 0
- E (eV) = -6323.7409
- 2S+1 = 1
- SMILES = OCC1CC1
- maximum force (eV/A) = 0.8
- ΔE to the lowest compared entry with this formula, charge and spin (eV) = 1.4270

The natural (NBO) scheme yields these atomic charges, measured in e: atom 1 (O): -0.713, atom 2 (C): -0.061, atom 3 (C): -0.272, atom 4 (C): -0.408, atom 5 (C): -0.426, atom 6 (H): 0.467, atom 7 (H): 0.160, atom 8 (H): 0.178, atom 9 (H): 0.207, atom 10 (H): 0.217, atom 11 (H): 0.216, atom 12 (H): 0.219, atom 13 (H): 0.215

Record 6
ORCA calculation (ωB97M-V/def2-TZVPD) on 2 unconnected molecules or ions with the total composition C4H8O.

CARTESIAN COORDINATES (ANGSTROEM)
C: 1.537 0.399 -0.726
C: 1.316 -0.958 -0.111
O: 0.819 -1.899 -0.681
H: 1.002 0.472 -1.676
H: 1.195 1.183 -0.041
H: 2.613 0.546 -0.888
H: 1.663 -1.054 0.943
C: -1.929 0.696 0.148
C: -1.472 -0.256 0.954
H: -2.538 0.460 -0.720
H: -1.691 1.744 0.312
H: -0.852 -0.020 1.815
H: -1.672 -1.307 0.769

Output
- charge = 0
- E (eV) = -6323.7966
- 2S+1 = 1
- SMILES = CC=O.C=C
- maximum force (eV/A) = 0.5
- ΔE to the lowest compared entry with this formula, charge and spin (eV) = 1.3712

The natural (NBO) scheme yields these atomic charges, measured in e: atom 1 (C): -0.724, atom 2 (C): 0.449, atom 3 (O): -0.525, atom 4 (H): 0.234, atom 5 (H): 0.229, atom 6 (H): 0.235, atom 7 (H): 0.100, atom 8 (C): -0.390, atom 9 (C): -0.393, atom 10 (H): 0.198, atom 11 (H): 0.190, atom 12 (H): 0.189, atom 13 (H): 0.207

Record 7
ORCA calculation (ωB97M-V/def2-TZVPD) on C4H8O in the gas phase.

CARTESIAN COORDINATES (ANGSTROEM)
C: 0.236 -1.254 1.058
C: 0.932 1.170 -0.466
O: 1.002 1.596 -1.715
C: -0.519 0.888 -0.174
C: -0.713 -0.629 0.037
H: 0.143 -0.768 2.037
H: 1.278 -1.153 0.742
H: 0.016 -2.318 1.190
H: 1.940 1.741 -1.915
H: -0.765 1.411 0.761
H: -1.200 1.243 -0.964
H: -1.754 -0.795 0.340
H: -0.596 -1.132 -0.932

Output
- charge = 0
- E (eV) = -6322.6731
- 2S+1 = 1
- maximum force (eV/A) = 0.5
- ΔE to the lowest compared entry with this formula, charge and spin (eV) = 2.4948

The natural (NBO) scheme yields these atomic charges, measured in e: atom 1 (C): -0.614, atom 2 (C): 0.255, atom 3 (O): -0.658, atom 4 (C): -0.565, atom 5 (C): -0.379, atom 6 (H): 0.204, atom 7 (H): 0.219, atom 8 (H): 0.206, atom 9 (H): 0.497, atom 10 (H): 0.227, atom 11 (H): 0.203, atom 12 (H): 0.206, atom 13 (H): 0.197

Record 8
ORCA calculation (ωB97M-V/def2-TZVPD) on C4H8O in the gas phase in a non-equilibrium geometry.

CARTESIAN COORDINATES (ANGSTROEM)
C: 1.962 0.256 -0.823
C: 0.560 -0.078 -0.459
C: 0.201 -0.119 0.826
O: -0.978 -0.261 1.385
C: -2.113 -0.237 0.501
H: 2.710 -0.425 -0.343
H: 2.030 0.183 -1.885
H: 2.173 1.311 -0.549
H: -0.287 -0.129 -1.144
H: 0.907 0.013 1.641
H: -2.016 -0.980 -0.292
H: -2.127 0.757 0.015
H: -3.021 -0.290 1.127

Output
- charge = 0
- E (eV) = -6323.7659
- 2S+1 = 1
- SMILES = C/C=C/OC
- maximum force (eV/A) = 2.6
- ΔE to the lowest compared entry with this formula, charge and spin (eV) = 1.4020

The natural (NBO) scheme yields these atomic charges, measured in e: atom 1 (C): -0.635, atom 2 (C): -0.354, atom 3 (C): 0.168, atom 4 (O): -0.490, atom 5 (C): -0.270, atom 6 (H): 0.216, atom 7 (H): 0.215, atom 8 (H): 0.211, atom 9 (H): 0.200, atom 10 (H): 0.172, atom 11 (H): 0.184, atom 12 (H): 0.179, atom 13 (H): 0.204

Record 9
ORCA calculation (ωB97M-V/def2-TZVPD) on 2 unconnected molecules or ions with the total composition C4H8O in a non-equilibrium geometry.

CARTESIAN COORDINATES (ANGSTROEM)
C: 1.740 -0.680 0.181
C: 0.604 -0.750 -0.284
C: -0.626 -0.901 -1.039
C: -1.108 0.513 -1.551
H: 2.658 -0.485 0.709
H: -1.463 -1.336 -0.460
H: -0.319 -1.645 -1.800
H: -1.704 1.058 -0.800
H: -1.735 0.342 -2.442
H: -0.249 1.141 -1.841
O: 0.982 0.833 3.414
H: 1.014 0.471 2.500
H: 0.206 1.439 3.414

Output
- charge = 0
- E (eV) = -6323.0532
- 2S+1 = 1
- SMILES = C#CCC.O
- maximum force (eV/A) = 3.3
- ΔE to the lowest compared entry with this formula, charge and spin (eV) = 2.1146

The natural (NBO) scheme yields these atomic charges, measured in e: atom 1 (C): -0.290, atom 2 (C): 0.009, atom 3 (C): -0.493, atom 4 (C): -0.593, atom 5 (H): 0.247, atom 6 (H): 0.235, atom 7 (H): 0.242, atom 8 (H): 0.214, atom 9 (H): 0.213, atom 10 (H): 0.218, atom 11 (O): -0.948, atom 12 (H): 0.478, atom 13 (H): 0.468

Among the records above, which one has the highest maximum force?
number 9

Which value of 2S+1 does entry 9 give?
1